Record 1
C74H99FN6O9PSSiTl as an isolated structure, computed with the ωB97M-V functional and the def2-TZVPD basis.

Each line ends with the Mulliken charge.
Element x y z (Å)
Tl (-0.148, 0.930, 0.593)  2.29
C (-5.089, 6.638, -2.265)  -1.54
C (-4.631, 5.598, -1.276)  1.02
C (-3.627, 5.878, -0.355)  -0.72
C (-3.181, 4.911, 0.533)  -0.23
C (-3.749, 3.644, 0.516)  -0.36
C (-4.752, 3.347, -0.398)  -0.35
C (-5.185, 4.321, -1.283)  -0.90
S (-3.200, 2.372, 1.644)  1.58
O (-3.896, 2.565, 2.897)  -0.85
O (-3.465, 1.130, 0.956)  -0.33
N (-1.629, 2.581, 1.733)  0.67
C (-1.035, 3.298, 2.767)  0.31
C (-1.630, 4.223, 3.609)  -0.67
C (-0.898, 4.920, 4.588)  -1.11
C (0.440, 4.723, 4.758)  -1.17
C (1.095, 3.779, 3.938)  2.24
C (2.471, 3.484, 4.081)  -1.16
C (3.055, 2.537, 3.300)  -1.13
C (2.271, 1.881, 2.335)  -0.21
N (1.000, 2.147, 2.175)  0.77
C (0.372, 3.070, 2.957)  -1.48
H (-4.751, 7.633, -1.978)  0.40
H (-6.178, 6.655, -2.340)  0.37
H (-4.696, 6.427, -3.263)  0.27
H (-3.178, 6.865, -0.339)  0.25
H (-2.378, 5.136, 1.223)  0.12
H (-5.165, 2.346, -0.415)  0.54
H (-5.963, 4.083, -2.002)  0.40
H (-2.691, 4.398, 3.534)  0.67
H (-1.423, 5.629, 5.217)  0.39
H (1.005, 5.260, 5.510)  0.43
H (3.043, 4.019, 4.830)  0.41
H (4.096, 2.270, 3.408)  0.58
H (2.681, 1.111, 1.698)  0.08
C (-2.329, 3.749, -2.732)  -1.20
C (-3.086, 2.809, -3.412)  -1.85
C (-3.076, 1.491, -2.991)  -0.84
C (-2.318, 1.145, -1.875)  1.08
N (-1.550, 2.048, -1.267)  0.90
C (-1.550, 3.313, -1.674)  0.15
C (-2.320, -0.228, -1.283)  0.75
C (-3.277, -1.162, -1.671)  -0.70
C (-3.301, -2.435, -1.117)  -1.48
C (-2.354, -2.793, -0.169)  -1.07
C (-1.404, -1.860, 0.233)  0.24
C (-1.386, -0.586, -0.312)  0.47
H (-2.327, 4.792, -3.017)  0.84
H (-3.686, 3.100, -4.266)  0.41
H (-3.649, 0.748, -3.527)  0.48
H (-0.888, 3.983, -1.140)  -0.35
H (-4.032, -0.897, -2.400)  0.36
H (-4.062, -3.141, -1.427)  0.47
H (-2.360, -3.786, 0.267)  0.46
H (-0.661, -2.123, 0.980)  -0.32
F (-6.025, -1.797, 3.266)  -0.40
C (-4.807, -2.275, 3.630)  0.53
C (-3.701, -1.535, 3.316)  -0.49
C (-2.438, -1.991, 3.671)  0.34
C (-1.265, -1.153, 3.346)  0.38
O (-1.417, -0.015, 2.930)  -0.29
C (0.025, -1.778, 3.581)  -0.42
C (0.081, -2.949, 4.234)  -0.50
N (-1.022, -3.698, 4.598)  0.25
C (-0.844, -4.929, 5.315)  -0.31
C (-1.179, -6.226, 4.632)  -0.56
C (0.252, -5.854, 4.894)  -0.66
C (-2.293, -3.225, 4.316)  -0.13
C (-3.441, -3.951, 4.645)  -0.69
C (-4.708, -3.483, 4.323)  -1.24
N (-5.836, -4.298, 4.676)  0.27
C (-5.919, -4.693, 6.079)  -0.56
C (-6.585, -6.080, 6.145)  -0.76
N (-7.307, -6.274, 4.846)  -0.15
C (-8.138, -5.054, 4.576)  -0.71
C (-7.161, -3.934, 4.177)  -0.74
C (1.272, -1.108, 3.051)  -0.08
O (2.262, -1.019, 3.780)  -0.87
O (1.149, -0.768, 1.842)  0.25
H (-3.788, -0.586, 2.795)  0.73
H (1.036, -3.382, 4.498)  1.07
H (-1.050, -4.862, 6.379)  0.38
H (-1.523, -6.163, 3.608)  0.24
H (-1.627, -7.017, 5.220)  0.31
H (0.858, -5.572, 4.044)  0.02
H (0.783, -6.372, 5.680)  0.28
H (-3.332, -4.910, 5.131)  0.87
H (-6.482, -3.960, 6.671)  0.30
H (-4.927, -4.757, 6.510)  0.46
H (-7.320, -6.146, 6.944)  0.35
H (-5.865, -6.889, 6.252)  0.44
H (-7.844, -7.139, 4.830)  0.31
H (-6.583, -6.298, 4.120)  0.37
H (-8.682, -4.838, 5.493)  0.33
H (-8.854, -5.268, 3.787)  0.38
H (-7.529, -2.981, 4.565)  0.46
H (-7.115, -3.858, 3.094)  0.51
C (1.152, 2.128, -5.369)  -1.58
C (1.698, 3.140, -4.371)  1.97
C (3.178, 3.392, -4.650)  -1.44
C (0.915, 4.445, -4.487)  -0.93
O (1.492, 2.574, -3.089)  1.01
Si (2.023, 2.852, -1.551)  -3.17
O (1.544, 1.684, -0.606)  0.49
O (3.654, 3.057, -1.713)  0.91
C (4.801, 2.731, -0.941)  2.04
C (6.002, 3.101, -1.801)  -2.10
C (4.815, 3.551, 0.343)  -1.15
C (4.815, 1.236, -0.636)  -0.81
O (1.368, 4.273, -1.011)  0.57
C (1.622, 5.639, -0.751)  2.05
C (0.356, 6.403, -1.137)  -1.68
C (1.862, 5.793, 0.750)  -0.96
C (2.814, 6.178, -1.542)  -1.37
H (1.238, 2.510, -6.390)  0.50
H (0.102, 1.922, -5.152)  0.20
H (1.707, 1.191, -5.297)  0.18
H (3.731, 2.450, -4.642)  0.14
H (3.296, 3.865, -5.627)  0.42
H (3.616, 4.036, -3.886)  0.13
H (0.949, 4.825, -5.510)  0.51
H (1.331, 5.203, -3.821)  -0.10
H (-0.124, 4.274, -4.204)  0.04
H (6.000, 4.172, -2.018)  0.43
H (5.962, 2.558, -2.748)  0.28
H (6.933, 2.848, -1.289)  0.35
H (4.882, 4.616, 0.115)  0.39
H (5.670, 3.278, 0.965)  0.62
H (3.900, 3.377, 0.908)  -0.30
H (5.078, 0.687, -1.541)  -0.19
H (3.827, 0.898, -0.316)  -0.45
H (5.550, 0.999, 0.137)  0.58
H (-0.479, 6.102, -0.499)  0.14
H (0.093, 6.191, -2.175)  0.18
H (0.509, 7.479, -1.025)  0.51
H (1.085, 5.257, 1.300)  -0.20
H (1.833, 6.847, 1.038)  0.53
H (2.830, 5.380, 1.038)  0.18
H (2.549, 6.350, -2.588)  0.35
H (3.641, 5.470, -1.517)  0.02
H (3.145, 7.127, -1.115)  0.44
C (6.092, -2.171, -4.347)  -1.17
C (5.278, -0.886, -4.406)  -0.56
C (3.890, -1.075, -3.761)  0.32
C (3.801, -2.283, -2.794)  0.49
C (5.103, -2.517, -2.008)  -0.40
C (6.378, -2.518, -2.888)  -1.01
P (2.376, -1.953, -1.631)  0.97
C (0.924, -2.242, -2.765)  0.85
C (0.507, -0.885, -3.392)  1.18
C (-0.282, -1.062, -4.695)  -1.17
C (-1.187, -2.287, -4.606)  -0.10
C (-0.344, -3.571, -4.486)  -1.30
C (1.038, -3.300, -3.865)  -1.24
C (2.297, -3.448, -0.512)  1.06
C (3.141, -3.233, 0.757)  -1.09
C (2.693, -4.205, 1.857)  0.63
C (2.316, -5.590, 1.292)  -0.72
C (3.041, -5.845, -0.026)  -1.29
C (2.556, -4.855, -1.098)  -0.78
H (7.029, -2.069, -4.899)  0.47
H (5.527, -2.980, -4.822)  0.37
H (5.162, -0.551, -5.439)  0.49
H (5.832, -0.099, -3.883)  0.08
H (3.150, -1.218, -4.552)  0.20
H (3.601, -0.161, -3.235)  -1.17
H (3.597, -3.184, -3.378)  0.84
H (5.029, -3.477, -1.498)  0.14
H (5.188, -1.765, -1.222)  0.13
H (6.874, -3.490, -2.831)  0.38
H (7.089, -1.784, -2.496)  0.28
H (0.127, -2.561, -2.081)  0.16
H (1.373, -0.246, -3.561)  -1.15
H (-0.099, -0.345, -2.668)  -0.50
H (0.401, -1.183, -5.544)  0.43
H (-0.868, -0.162, -4.897)  0.44
H (-1.847, -2.349, -5.475)  0.61
H (-1.828, -2.182, -3.727)  -0.35
H (-0.214, -4.028, -5.471)  0.39
H (-0.875, -4.301, -3.868)  0.39
H (1.726, -2.949, -4.640)  0.37
H (1.447, -4.233, -3.482)  0.35
H (1.251, -3.403, -0.177)  -0.48
H (3.030, -2.206, 1.109)  -0.05
H (4.198, -3.389, 0.535)  0.46
H (1.831, -3.767, 2.369)  -1.05
H (3.487, -4.305, 2.602)  0.58
H (1.237, -5.639, 1.107)  0.25
H (2.548, -6.377, 2.014)  0.62
H (2.884, -6.870, -0.369)  0.59
H (4.118, -5.729, 0.133)  0.35
H (1.632, -5.241, -1.534)  0.43
H (3.291, -4.813, -1.904)  -0.07

Cartesian forces, eV/Å:
Tl 0.098 0.402 -0.230
C 0.022 -0.043 0.051
C -0.081 0.032 0.017
C -0.014 0.006 0.033
C -0.052 -0.028 0.008
C -0.181 0.020 -0.027
C 0.024 0.060 0.121
C -0.036 0.014 0.070
S 0.217 0.033 -0.027
O -0.038 0.088 -0.055
O -0.158 -0.063 -0.005
N 0.209 0.254 0.477
C -0.107 -0.184 -0.298
C 0.018 -0.024 -0.030
C -0.051 -0.004 -0.042
C 0.007 0.021 0.009
C 0.024 -0.048 0.013
C -0.023 0.064 0.024
C 0.056 -0.019 -0.011
C -0.008 -0.073 0.029
N -0.196 0.008 0.116
C 0.072 -0.104 -0.057
H 0.000 -0.011 -0.003
H 0.005 0.003 -0.011
H 0.006 -0.002 -0.017
H 0.007 -0.011 -0.001
H 0.018 -0.003 0.022
H -0.006 0.004 -0.023
H 0.011 -0.004 -0.001
H -0.049 0.015 -0.016
H -0.011 -0.001 -0.019
H 0.006 -0.008 -0.011
H -0.019 -0.013 0.018
H 0.001 -0.003 -0.026
H 0.029 -0.010 0.002
C 0.077 -0.022 -0.086
C 0.055 -0.021 -0.033
C -0.032 0.015 -0.057
C 0.093 -0.033 0.148
N -0.093 0.032 -0.148
C -0.004 -0.141 -0.100
C 0.038 0.035 -0.150
C -0.012 -0.089 -0.011
C 0.015 0.032 -0.005
C 0.029 0.051 -0.014
C 0.059 -0.107 -0.071
C 0.020 0.001 0.378
H 0.022 -0.025 -0.010
H -0.001 0.003 -0.012
H -0.005 0.011 0.016
H -0.050 -0.058 0.002
H -0.005 -0.012 0.012
H -0.002 -0.007 -0.020
H 0.003 -0.025 -0.010
H -0.030 0.018 -0.058
F 0.005 0.029 0.038
C -0.027 0.062 0.042
C 0.078 0.066 -0.028
C 0.070 0.023 0.025
C 0.001 0.085 -0.067
O 0.034 -0.136 0.124
C -0.336 0.138 0.156
C -0.105 -0.114 0.060
N -0.019 0.038 -0.001
C -0.016 0.090 0.017
C 0.014 -0.073 -0.049
C 0.005 -0.060 0.026
C 0.076 -0.023 -0.006
C -0.042 -0.092 -0.008
C 0.073 -0.108 -0.109
N -0.018 0.034 0.162
C -0.052 0.093 -0.021
C 0.027 0.008 0.063
N -0.029 0.066 0.015
C 0.014 0.009 -0.073
C 0.084 -0.080 -0.037
C 0.246 -0.109 0.212
O -0.028 -0.038 -0.075
O 0.192 0.073 -0.426
H -0.011 0.045 -0.050
H -0.001 0.024 0.012
H 0.003 -0.005 -0.002
H 0.015 0.032 0.002
H 0.010 0.016 0.017
H -0.019 0.009 -0.022
H 0.010 0.000 -0.014
H -0.048 -0.023 -0.011
H -0.038 -0.020 -0.017
H 0.054 0.050 0.016
H -0.018 -0.053 -0.001
H 0.021 0.005 -0.063
H -0.027 0.030 0.022
H -0.012 -0.054 -0.004
H -0.003 -0.013 0.018
H 0.017 -0.046 -0.009
H -0.032 -0.036 0.036
H -0.001 0.049 -0.019
C -0.038 -0.004 -0.029
C 0.074 0.082 -0.039
C 0.036 -0.020 0.079
C 0.017 0.055 0.094
O -0.014 -0.111 0.144
Si -0.152 0.107 -0.020
O 0.091 -0.108 0.098
O 0.004 -0.007 -0.006
C -0.019 -0.062 0.038
C 0.058 0.018 -0.027
C -0.032 0.010 0.000
C -0.034 -0.051 0.036
O -0.015 -0.061 -0.176
C -0.011 0.036 0.091
C -0.025 0.027 0.013
C 0.030 -0.026 0.052
C 0.018 -0.065 -0.062
H -0.009 -0.013 -0.001
H 0.019 0.018 -0.008
H -0.006 0.012 0.003
H -0.011 0.026 0.003
H 0.006 -0.031 -0.029
H -0.041 0.011 -0.088
H 0.004 0.015 -0.002
H -0.032 -0.058 -0.057
H -0.014 -0.008 -0.031
H 0.002 -0.014 0.007
H 0.004 -0.005 0.016
H -0.001 0.008 -0.015
H 0.001 -0.016 0.016
H -0.012 0.002 0.013
H 0.007 -0.013 0.029
H -0.027 -0.097 -0.042
H 0.012 0.015 0.016
H 0.023 -0.007 -0.037
H 0.023 0.017 -0.008
H 0.005 0.015 0.016
H -0.017 -0.001 0.006
H -0.019 0.047 -0.019
H 0.029 -0.007 0.022
H -0.037 0.010 -0.016
H 0.034 -0.008 0.046
H -0.024 0.055 0.034
H -0.013 0.024 -0.026
C -0.076 0.012 0.053
C -0.024 -0.059 -0.003
C 0.078 -0.105 -0.003
C 0.048 0.135 0.079
C -0.033 0.046 -0.133
C -0.034 -0.037 -0.020
P 0.091 -0.139 0.033
C -0.017 0.132 -0.100
C -0.002 -0.123 0.038
C -0.052 -0.039 0.031
C 0.064 -0.015 -0.025
C 0.024 0.045 0.017
C -0.134 0.028 0.032
C 0.060 -0.026 0.000
C -0.143 0.035 -0.046
C -0.008 -0.006 -0.044
C 0.046 0.049 -0.012
C -0.019 0.049 0.019
C -0.014 0.057 0.092
H 0.009 0.007 -0.005
H 0.037 -0.004 -0.022
H -0.002 0.046 0.016
H 0.006 -0.004 0.020
H -0.009 0.017 0.023
H -0.004 0.020 -0.009
H 0.024 -0.024 -0.053
H -0.028 -0.013 0.074
H 0.015 0.100 0.043
H 0.003 0.005 0.023
H 0.007 -0.016 -0.008
H -0.044 0.023 -0.002
H -0.017 -0.005 -0.012
H 0.009 0.093 0.059
H -0.006 0.027 0.001
H 0.015 -0.023 0.007
H -0.021 -0.008 0.013
H 0.018 0.007 0.001
H 0.004 -0.015 0.000
H -0.011 -0.015 -0.014
H 0.013 -0.003 0.007
H 0.079 -0.047 -0.005
H -0.012 0.019 -0.006
H 0.000 -0.034 -0.002
H 0.073 0.004 -0.034
H 0.036 -0.026 -0.003
H -0.018 0.022 0.007
H -0.019 -0.014 -0.004
H -0.028 -0.011 0.030
H 0.012 -0.011 -0.010
H -0.008 -0.009 -0.002
H -0.024 0.018 -0.041
H -0.006 -0.001 -0.056

Calculated values
* orbital gap: 4.8 eV
* HOMO energy: -6.509 eV
* energy: -141130.598 eV
* multiplicity: 1

=====

Record 2
A 2-piece molecular cluster, C28H26O4S2 overall, computed with the ωB97M-V functional and the def2-TZVPD basis.

Each line ends with the natural charge from an NBO analysis.
Element x y z (Å)
C (-5.280, -1.135, 3.410)  -0.64
C (-3.883, -0.609, 3.308)  0.05
C (-3.616, 0.747, 3.534)  -0.24
C (-2.343, 1.258, 3.358)  -0.09
C (-1.275, 0.442, 2.906)  -0.20
C (0.003, 1.032, 2.588)  0.21
C (1.261, 0.467, 2.918)  -0.11
C (2.420, 1.276, 2.736)  -0.10
C (3.690, 0.789, 2.982)  -0.25
C (3.884, -0.547, 3.361)  0.10
C (5.268, -1.103, 3.498)  -0.65
C (2.758, -1.336, 3.627)  -0.25
C (1.475, -0.827, 3.482)  -0.10
C (-1.548, -0.941, 2.747)  -0.13
C (-2.821, -1.448, 2.951)  -0.19
H (-5.275, -2.226, 3.503)  0.22
H (-5.802, -0.694, 4.268)  0.23
H (-5.865, -0.887, 2.512)  0.24
H (-4.433, 1.410, 3.826)  0.22
H (-2.141, 2.314, 3.539)  0.23
H (0.035, 2.099, 2.380)  0.25
H (2.279, 2.310, 2.416)  0.24
H (4.562, 1.432, 2.844)  0.23
H (5.246, -2.197, 3.524)  0.22
H (5.899, -0.800, 2.652)  0.24
H (5.756, -0.742, 4.414)  0.24
H (2.901, -2.372, 3.943)  0.22
H (0.628, -1.420, 3.824)  0.23
H (-0.750, -1.605, 2.421)  0.23
H (-3.004, -2.514, 2.807)  0.21
C (-5.036, -0.838, -1.006)  -0.21
C (-4.963, 0.412, -0.387)  -0.23
C (-3.722, 0.993, -0.144)  -0.21
C (-2.562, 0.296, -0.481)  -0.23
S (-0.964, 1.017, -0.119)  2.17
C (-0.352, 1.511, -1.571)  -1.27
S (1.150, 2.201, -1.983)  2.21
C (2.328, 0.837, -1.932)  -0.21
C (2.944, 0.561, -0.716)  -0.23
C (3.813, -0.524, -0.609)  -0.21
C (4.064, -1.326, -1.726)  -0.22
C (3.443, -1.042, -2.947)  -0.22
C (2.573, 0.046, -3.056)  -0.21
O (1.040, 2.591, -3.372)  -0.96
O (1.585, 3.126, -0.959)  -0.97
O (-1.320, 2.164, 0.699)  -0.98
O (-0.151, -0.078, 0.390)  -0.96
C (-2.620, -0.963, -1.078)  -0.22
C (-3.867, -1.526, -1.348)  -0.21
H (-6.012, -1.275, -1.229)  0.22
H (-5.865, 0.953, -0.098)  0.22
H (-3.648, 1.972, 0.324)  0.25
H (-1.043, 1.367, -2.396)  0.27
H (2.746, 1.204, 0.138)  0.23
H (4.291, -0.726, 0.350)  0.20
H (4.754, -2.167, -1.642)  0.21
H (3.636, -1.666, -3.821)  0.21
H (2.086, 0.284, -4.000)  0.24
H (-1.693, -1.485, -1.305)  0.24
H (-3.918, -2.505, -1.825)  0.22

Cartesian forces, eV/Å:
C -0.239 -0.140 0.061
C 0.273 0.235 -0.125
C 0.044 -0.033 0.125
C 0.422 0.177 -0.474
C -0.693 -0.489 0.287
C 0.111 -0.515 1.958
C 1.065 -0.353 0.212
C -0.348 0.009 0.030
C 0.028 0.052 -0.084
C -0.213 0.301 -0.147
C 0.236 -0.202 -0.026
C -0.338 0.018 -0.005
C -0.023 0.083 -0.229
C 0.187 0.241 0.148
C 0.091 -0.001 0.016
H -0.080 0.199 0.054
H 0.094 -0.162 -0.163
H 0.216 0.005 0.135
H 0.284 -0.175 -0.024
H -0.161 -0.211 -0.186
H -0.220 -0.267 -0.232
H 0.099 -0.303 -0.106
H -0.302 -0.162 -0.019
H 0.029 0.213 0.070
H -0.157 0.006 0.178
H -0.151 -0.071 -0.184
H -0.102 0.361 0.061
H 0.304 0.136 -0.233
H -0.368 0.212 -0.200
H 0.048 0.317 -0.019
C 0.040 0.055 0.053
C 0.059 -0.141 -0.112
C 0.140 -0.150 0.073
C -0.054 -0.097 -0.318
S -0.856 1.027 -2.500
C -0.278 0.010 -1.609
S -1.007 -1.010 0.235
C 0.083 0.129 -0.018
C 0.153 -0.193 -0.043
C -0.120 0.069 -0.255
C -0.055 0.098 0.081
C -0.050 0.147 0.156
C 0.070 -0.053 0.261
O 0.281 0.141 0.318
O 0.227 -0.023 -0.075
O 0.342 -0.094 1.069
O 0.632 0.087 1.736
C -0.260 0.120 0.148
C 0.059 0.063 0.046
H 0.292 0.079 0.084
H 0.187 -0.203 -0.165
H 0.076 -0.191 -0.118
H 0.281 0.133 0.060
H 0.047 -0.126 -0.238
H -0.054 -0.042 -0.242
H -0.204 0.199 -0.066
H -0.015 0.166 0.252
H 0.089 -0.010 0.215
H -0.186 0.076 -0.025
H -0.058 0.253 0.119

Calculated values
* orbital gap: 4.5 eV
* relative energy (zero: lowest compared OMol25 entry of this formula, charge and spin): 8.51 kcal per mole
* HOMO energy: -6.938 eV
* energy: -59314.101 eV
* multiplicity: 1

=====

Taking the records one at a time from the top gives F_max values of 0.0113, 0.0551 Eh/bohr.